1.
Here is a 14-piece molecular cluster, C5H40N3O13 overall in a non-equilibrium geometry from the Open Molecules 2025 dataset. Energies are from the ωB97M-V functional and the def2-TZVPD basis.

* total charge: +1
* electronic energy: -1356.63522 Eh
* relative energy (zero: lowest compared OMol25 entry of this formula, charge and spin): 38.57 kcal/mol
* E_HOMO: -11.60 eV

Last column: natural (NBO) charge in e.
CARTESIAN COORDINATES (ANGSTROEM)
C (2.72219, -2.51057, -2.17225)  -0.63
C (2.24735, -2.31255, -0.73409)  -0.05
C (0.76437, -2.70258, -0.65861)  -0.48
C (-0.23383, -2.10341, 0.30079)  0.22
C (-0.68939, -0.84299, 0.22543)  -0.17
N (-1.47265, -0.05192, 1.18961)  -0.74
N (-0.80437, -3.00344, 1.22796)  -0.87
N (2.32694, -0.84676, -0.54274)  -0.89
H (3.75249, -2.02695, -2.19562)  0.20
H (2.94439, -3.54931, -2.53745)  0.23
H (2.30112, -2.01814, -3.07016)  0.23
H (2.99692, -2.85997, -0.14806)  0.20
H (0.76208, -3.78615, -0.58846)  0.22
H (0.14521, -2.59479, -1.61598)  0.26
H (-0.45290, -0.17541, -0.59004)  0.22
H (-2.45247, -0.15634, 0.80813)  0.48
H (-1.08433, 0.89865, 1.20379)  0.47
H (-1.50631, -0.58771, 2.05019)  0.44
H (-0.26279, -3.86401, 1.09896)  0.39
H (-2.89648, -1.49012, -1.73282)  0.50
H (1.91012, -0.41379, 0.28409)  0.40
H (3.29984, -0.55464, -0.65170)  0.37
H (0.76937, 4.87833, 0.13965)  0.50
H (0.63432, 3.90572, -1.06216)  0.52
O (0.36667, 4.04994, -0.13422)  -1.00
H (-2.13306, 1.04912, -4.77347)  0.49
H (-1.23840, -0.21632, -4.97609)  0.49
O (-1.71875, 0.30611, -4.32004)  -0.97
H (0.62830, 0.74584, 2.77270)  0.49
H (1.95864, -0.02417, 3.08939)  0.52
O (1.00829, -0.13964, 2.87335)  -0.99
H (2.26263, 2.37291, -2.61145)  0.48
H (0.96916, 2.68537, -3.09818)  0.49
O (1.71263, 3.17610, -2.71077)  -0.95
H (-2.60273, -1.38398, -3.34960)  0.50
H (-0.80972, -2.65170, 2.18302)  0.42
O (-2.26769, -1.41270, -2.45295)  -0.99
H (0.28191, -1.41155, 3.76718)  0.50
H (-1.00265, -0.74054, 4.08572)  0.47
O (-0.63783, -1.63547, 4.06250)  -1.00
H (3.08759, 2.10247, 2.61443)  0.50
H (4.28839, 1.29420, 2.10205)  0.48
O (3.32600, 1.30146, 2.12713)  -0.98
H (1.27246, 0.10321, -1.94508)  0.50
H (-0.05994, -0.30101, -2.68726)  0.49
O (0.63095, 0.36602, -2.62653)  -1.02
H (1.34104, 2.69416, 1.17367)  0.50
H (1.06337, 4.02745, 1.97430)  0.48
O (1.48788, 3.17438, 1.99212)  -0.98
H (-2.38064, 0.56672, 4.58513)  0.50
H (-1.41531, 1.67481, 4.06628)  0.50
O (-1.81265, 0.82107, 3.84422)  -0.97
H (-4.22182, -1.87369, 1.28814)  0.49
H (-2.87711, -2.44515, 1.00348)  0.50
O (-3.42511, -1.66643, 0.78150)  -0.98
H (-2.18849, 1.66883, -2.26156)  0.47
H (-3.29779, 0.86388, -2.47326)  0.48
O (-3.01359, 1.46488, -1.76557)  -0.95
H (-2.15834, 2.66868, 0.34653)  0.49
H (-0.74284, 2.84896, 0.24943)  0.50
O (-1.40261, 2.64464, 0.97530)  -0.97

***

2.
Here is a 3-piece molecular cluster, C2H9N2S2 overall in a non-equilibrium geometry from the Open Molecules 2025 dataset. Energies are from the ωB97M-V functional and the def2-TZVPD basis.

* total charge: +1
* electronic energy: -987.02102 Eh
* relative energy (zero: lowest compared OMol25 entry of this formula, charge and spin): 150.79 kcal/mol
* E_HOMO: -11.88 eV

Last column: natural (NBO) charge in e.
CARTESIAN COORDINATES (ANGSTROEM)
C (1.79059, -0.80800, 1.06376)  -0.05
C (1.36852, -1.62861, -0.00845)  0.21
N (0.56355, -1.04921, -0.99028)  -0.76
N (2.38779, -1.32398, 2.06590)  -0.35
H (1.53885, 0.25623, 1.02444)  0.21
H (1.54499, -2.69088, -0.09282)  0.26
H (-0.15322, -1.68133, -1.37974)  0.48
H (-0.08930, -0.21700, -0.59089)  0.38
H (1.01704, -0.63041, -1.81088)  0.49
H (-2.50831, 0.18090, -1.38061)  0.15
H (2.55242, -0.62742, 2.79678)  0.38
S (-3.05666, 3.64835, 0.51100)  -0.26
S (-1.37902, 0.88849, -1.53536)  -0.39
H (-2.93329, 2.42147, 1.02212)  0.13
H (-2.64397, 3.26139, -0.69496)  0.13

***

3.
Here is C3H6BrF2N as an isolated structure in a non-equilibrium geometry from the Open Molecules 2025 dataset. Energies are from the ωB97M-V functional and the def2-TZVPD basis.

* total charge: 0
* 2S+1: 3
* electronic energy: -2946.19488 Eh
* <S²>: 2.008
* relative energy (zero: lowest compared OMol25 entry of this formula, charge and spin): 67.81 kcal/mol
* E_HOMO (spin up / spin down): -5.09 / -9.26 eV

Last column: natural (NBO) charge in e.
CARTESIAN COORDINATES (ANGSTROEM)
C (-1.24969, 0.57798, -0.75131)  -0.68
C (0.87571, -0.52408, 0.64878)  -0.16
C (-0.11006, -0.36362, -1.08093)  0.81
N (0.29206, 0.28019, 1.55920)  -0.74
F (-0.39699, -1.62935, -1.37563)  -0.32
F (0.70547, 0.13807, -2.03799)  -0.33
Br (2.96760, -0.13708, 0.34672)  -0.20
H (-0.84803, 1.17358, -0.04758)  0.22
H (-1.50669, 0.98917, -1.68578)  0.23
H (-1.95914, -0.11696, -0.43459)  0.23
H (0.69459, -1.51446, 0.87911)  0.16
H (0.17159, -0.11923, 2.49995)  0.40
H (0.36358, 1.24579, 1.48006)  0.38

***

4.
Here is a 2-piece molecular cluster, C24H31Br2N2O2P overall in a non-equilibrium geometry from the Open Molecules 2025 dataset. Energies are from the ωB97M-V functional and the def2-TZVPD basis.

* total charge: 0
* electronic energy: -6682.39695 Eh
* relative energy (zero: lowest compared OMol25 entry of this formula, charge and spin): 13.31 kcal/mol
* E_HOMO: -5.77 eV

Last column: natural (NBO) charge in e.
CARTESIAN COORDINATES (ANGSTROEM)
C (-5.06447, -4.37766, 2.83044)  -0.26
O (-4.90683, -3.11778, 2.06341)  -0.50
C (-3.70454, -2.86288, 1.49022)  0.31
C (-2.58157, -3.73861, 1.51443)  -0.33
C (-1.35599, -3.29847, 1.01576)  -0.11
C (-1.20940, -2.01405, 0.43354)  -0.08
C (0.05756, -1.33826, -0.07373)  -0.38
C (1.32545, -1.97468, 0.44003)  -0.16
C (2.48711, -1.92757, -0.37355)  -0.23
C (3.62139, -2.64181, -0.09999)  -0.21
Br (5.18506, -2.47956, -1.14924)  0.04
C (3.62251, -3.59953, 1.03730)  0.38
O (4.51933, -4.45050, 1.17839)  -0.65
C (2.45173, -3.47769, 1.95711)  -0.20
Br (2.36471, -4.62505, 3.46368)  0.04
C (1.43779, -2.61602, 1.68103)  -0.22
C (-2.37256, -1.28050, 0.26153)  -0.19
C (-3.58456, -1.61198, 0.84407)  -0.27
H (-6.02950, -4.24010, 3.31804)  0.20
H (-5.06850, -5.23656, 2.16732)  0.19
H (-4.25722, -4.46396, 3.55791)  0.19
H (-2.70340, -4.71629, 1.98204)  0.22
H (-0.54406, -4.01308, 1.10988)  0.23
H (0.04082, -1.28874, -1.15135)  0.22
H (2.42848, -1.27940, -1.25562)  0.19
H (0.61961, -2.50538, 2.39494)  0.22
H (-2.30424, -0.38387, -0.35316)  0.18
H (-4.43046, -0.91834, 0.88448)  0.22
C (-2.84695, 2.33386, -2.23465)  -0.62
C (-1.91674, 2.72610, -1.12163)  0.12
C (-1.78408, 4.24942, -1.09215)  -0.62
C (-2.49646, 2.30975, 0.20868)  -0.63
N (-0.61613, 2.06769, -1.36905)  -0.68
P (0.42158, 1.90633, -0.04656)  1.21
H (0.10924, -0.23349, 0.14280)  0.15
N (1.73491, 1.70821, -1.10780)  -0.66
C (3.06740, 1.98468, -0.52897)  0.12
C (4.12393, 1.42680, -1.44212)  -0.62
C (3.17830, 1.30481, 0.81319)  -0.64
C (3.31249, 3.48382, -0.36020)  -0.62
C (1.41758, 2.07951, -2.42110)  -0.04
C (0.07353, 2.26782, -2.57593)  -0.05
H (-2.91406, 1.24733, -2.30056)  0.23
H (-3.82283, 2.72865, -1.98499)  0.23
H (-2.53730, 2.74950, -3.19255)  0.21
H (-1.08648, 4.58609, -0.32302)  0.22
H (-1.50459, 4.66144, -2.06216)  0.22
H (-2.77047, 4.63629, -0.84679)  0.22
H (-1.86714, 2.54091, 1.07078)  0.22
H (-3.42847, 2.85965, 0.29438)  0.23
H (-2.76486, 1.25835, 0.24891)  0.24
H (4.10415, 1.88906, -2.42860)  0.20
H (5.08112, 1.64269, -0.97899)  0.23
H (4.03035, 0.34518, -1.52601)  0.25
H (2.45785, 1.65003, 1.55427)  0.21
H (3.08942, 0.22152, 0.71078)  0.26
H (4.18243, 1.50987, 1.16632)  0.23
H (2.55703, 3.96543, 0.26323)  0.21
H (4.27694, 3.59307, 0.13091)  0.23
H (3.37474, 3.99341, -1.32263)  0.21
H (2.23765, 2.20693, -3.09563)  0.24
H (-0.51838, 2.57759, -3.41108)  0.23

***

5.
Here is one molecule with the formula C3H2N2O3 in a non-equilibrium geometry from the Open Molecules 2025 dataset. Energies are from the ωB97M-V functional and the def2-TZVPD basis.

* total charge: 0
* structure (SMILES): O=[N+]([O-])c1ncco1
* electronic energy: -450.55059 Eh
* relative energy (zero: lowest compared OMol25 entry of this formula, charge and spin): 158.56 kcal/mol
* E_HOMO: -9.77 eV

Last column: natural (NBO) charge in e.
CARTESIAN COORDINATES (ANGSTROEM)
C (0.17957, 0.76720, -0.03509)  -0.09
C (0.26073, -0.62960, 0.03034)  0.08
C (2.31637, 0.02976, 0.02670)  0.45
N (1.33604, 1.36316, -0.05373)  -0.33
N (3.70958, 0.00432, 0.00022)  0.46
O (4.30131, 1.05749, 0.06854)  -0.33
O (4.20991, -1.10383, -0.08776)  -0.37
O (1.52573, -0.99886, 0.05765)  -0.31
H (-0.72832, 1.33900, -0.08001)  0.23
H (-0.49842, -1.38560, 0.07959)  0.22

***

> Among the records above, which one has the lowest relative energy (zero: lowest compared OMol25 entry of this formula, charge and spin)?

C24H31Br2N2O2P